{"formula": "C5H11NO", "method": "wB97M-V/def2-TZVPD", "species": ["O", "N", "C", "C", "C", "C", "C", "H", "H", "H", "H", "H", "H", "H", "H", "H", "H", "H"], "positions_angstrom": [[-1.802234, 0.288237, -1.026455], [-0.069707, 0.019478, 0.394975], [-1.367566, -1.959526, -0.334114], [-1.104411, -0.463015, -0.358185], [0.202907, 1.451607, 0.327109], [0.915346, 1.863487, -0.958029], [0.866654, -0.790151, 1.145040], [0.809809, 1.706826, 1.203299], [0.550718, -1.832947, 1.169385], [-2.239040, -2.142338, -0.963043], [-1.574706, -2.323071, 0.677883], [0.930526, -0.433389, 2.180477], [-0.748794, 1.983626, 0.408939], [1.812060, 1.255808, -1.125874], [-0.517813, -2.525893, -0.730525], [0.241808, 1.735330, -1.809327], [1.220760, 2.914339, -0.909356], [1.873683, -0.748406, 0.707800]], "forces_ev_per_a": [[0.147, -0.169, 0.164], [-0.177, -0.035, -0.159], [-0.046, -0.030, -0.030], [0.047, 0.047, 0.046], [0.010, 0.127, 0.066], [0.009, -0.004, -0.064], [0.055, -0.117, 0.055], [-0.090, -0.048, -0.112], [0.055, 0.163, -0.018], [0.125, 0.030, 0.089], [0.038, 0.078, -0.130], [-0.008, -0.043, -0.147], [0.120, -0.051, -0.014], [-0.104, 0.091, 0.049], [-0.105, 0.105, 0.058], [0.120, 0.004, 0.105], [-0.057, -0.150, -0.003], [-0.140, 0.002, 0.048]], "nbo_charge": [-0.636, -0.443, -0.716, 0.682, -0.212, -0.621, -0.403, 0.189, 0.214, 0.246, 0.224, 0.197, 0.222, 0.198, 0.224, 0.231, 0.211, 0.193], "smiles": "CCN(C)C(C)=O", "e_above_lowest_kcal_mol": 7.9, "e_tot_ev": -8901.3552}

---

{"formula": "C4H10BNO3", "method": "wB97M-V/def2-TZVPD", "species": ["O", "O", "O", "N", "C", "C", "C", "C", "B", "H", "H", "H", "H", "H", "H", "H", "H", "H", "H"], "positions_angstrom": [[-1.917543, -0.184887, -1.351967], [-2.031019, -1.383360, 0.766835], [0.272147, -1.654460, -0.684896], [0.732251, 0.266709, 0.370101], [1.111664, -0.861401, -0.251865], [-0.604945, 0.749170, 0.486300], [-0.767662, 2.178091, 0.098315], [2.577197, -1.125252, -0.204274], [-1.588571, -0.330823, -0.081100], [-2.115454, -1.076383, -1.676959], [-2.401306, -2.067043, 0.188987], [-0.103343, 2.584687, 0.790198], [2.992815, -0.404253, -0.795086], [-1.781653, 2.514781, 0.518534], [2.779956, -2.085903, -0.682104], [-0.723056, 2.343973, -0.904128], [-0.915262, 0.597726, 1.934374], [2.926919, -0.896225, 0.768341], [1.556869, 0.834855, 0.710401]], "forces_ev_per_a": [[-1.037, -0.312, -1.966], [0.040, 1.234, -1.319], [-2.327, -1.293, -1.201], [-2.214, 4.283, 1.474], [2.842, -1.996, 0.576], [1.907, -2.157, 0.097], [-2.916, -0.882, 4.385], [-1.748, -1.113, -0.096], [0.666, -1.934, 2.585], [-0.203, 0.425, -0.514], [-0.034, -0.045, 0.514], [1.607, 2.107, 0.252], [1.742, 2.044, -1.963], [1.153, -0.367, -0.830], [0.205, 0.012, 0.767], [0.599, 0.667, -2.677], [0.343, 0.254, -0.689], [0.896, -0.751, 1.204], [-1.522, -0.176, -0.599]], "nbo_charge": [-0.876, -0.877, -0.534, -0.302, 0.370, -0.320, -0.628, -0.681, 1.094, 0.493, 0.474, 0.213, 0.198, 0.218, 0.245, 0.232, 0.082, 0.204, 0.397], "e_tot_ev": -12614.9081, "multiplicity": 3}

---

{"formula": "C7H14", "method": "wB97M-V/def2-TZVPD", "species": ["C", "C", "C", "C", "C", "C", "C", "H", "H", "H", "H", "H", "H", "H", "H", "H", "H", "H", "H", "H", "H"], "positions_angstrom": [[0.220985, 0.262908, 2.787752], [-0.289538, 0.814175, -2.338779], [2.073248, 0.108717, -2.908962], [-2.204817, -0.337916, 2.051519], [-0.732151, -0.265214, 1.754383], [0.694961, -0.102292, -2.388011], [-0.215742, -0.694624, 0.565751], [1.239525, 0.342320, 2.388449], [-0.736185, -0.985393, -0.337421], [0.613905, -1.054250, -1.854736], [0.187763, -0.434194, 3.648667], [-2.799978, -0.642562, 1.182264], [0.036687, 1.781988, -2.559847], [-2.620115, 0.616290, 2.470438], [2.790046, 0.085355, -2.079868], [0.050460, 1.266004, 3.174495], [-1.238754, 0.593911, -1.882274], [2.315328, -0.565514, -3.695508], [2.194912, 1.072707, -3.338160], [0.843704, -0.833596, 0.440290], [-2.424236, -1.028825, 2.919555]], "forces_ev_per_a": [[0.359, -0.686, 0.572], [1.540, -2.207, 0.482], [-0.149, 0.711, 0.843], [-0.643, 0.447, 1.364], [0.572, -0.292, -2.176], [-0.661, 0.106, 0.705], [-0.613, 0.237, 1.514], [-0.192, -0.472, 0.078], [-0.708, -0.200, 0.541], [-0.493, 0.008, -0.651], [0.304, 0.442, -0.164], [0.205, 0.038, 0.270], [-0.324, 1.596, -0.788], [0.440, -0.443, -0.664], [0.063, -0.479, -0.228], [-0.707, 0.056, -0.078], [-0.140, 0.209, 0.014], [0.385, -0.948, -0.353], [-0.089, 1.112, -0.420], [0.425, 0.496, 0.158], [0.425, 0.270, -1.017]], "nbo_charge": [-0.644, -0.413, -0.652, -0.647, 0.018, -0.148, -0.408, 0.218, 0.190, 0.182, 0.211, 0.222, 0.191, 0.213, 0.215, 0.218, 0.203, 0.219, 0.206, 0.185, 0.218], "smiles": "C=C(C)C.C=CC", "e_above_lowest_kcal_mol": 50.8, "e_tot_ev": -7484.0917}